Run a
Molecular formula: C18H54O9
Method: DFT, ωB97M-V/def2-TZVPD

Properties
SMILES: CCO.CCO.CCO.CCO.CCO.CCO.CCO.CCO.CCO
2S+1: 1
Orbital gap (eV): 10.09
HOMO energy (eV): -9.62
LUMO level (eV): 0.47

Positions of all 81 atoms, in Å:
C 3.645 -1.344 1.631
C 2.901 -1.763 2.875
O 2.200 -0.645 3.430
H 4.340 -2.063 1.196
H 4.322 -0.525 1.895
H 2.932 -0.968 0.899
H 3.607 -2.129 3.631
H 2.216 -2.592 2.669
H 1.291 -0.930 3.557
C 4.184 2.289 1.253
C 4.552 3.774 1.162
O 5.970 3.931 1.444
H 4.438 1.889 2.232
H 4.738 1.753 0.486
H 3.107 2.201 1.091
H 3.980 4.407 1.840
H 4.454 4.111 0.130
H 6.026 4.333 2.315
C -1.337 -4.208 1.970
C -0.430 -4.950 2.941
O 0.407 -4.022 3.624
H -0.790 -3.449 1.409
H -2.092 -3.647 2.522
H -1.782 -4.946 1.307
H 0.128 -5.736 2.417
H -1.051 -5.491 3.666
H 0.774 -4.490 4.380
C 3.728 3.253 -2.795
C 2.955 2.013 -2.422
O 1.646 2.376 -2.022
H 3.184 3.845 -3.533
H 4.729 3.020 -3.159
H 3.859 3.948 -1.962
H 3.510 1.383 -1.715
H 2.844 1.365 -3.304
H 1.105 1.574 -1.983
C -3.200 0.108 -3.300
C -2.729 0.173 -4.743
O -3.693 -0.491 -5.593
H -3.184 -0.926 -2.960
H -4.207 0.515 -3.283
H -2.490 0.694 -2.712
H -1.761 -0.282 -4.956
H -2.674 1.200 -5.117
H -4.266 0.134 -6.035
C -5.430 1.012 -0.314
C -6.183 2.010 0.593
O -5.390 3.189 0.774
H -5.734 -0.020 -0.103
H -4.356 1.070 -0.158
H -5.655 1.125 -1.377
H -6.314 1.540 1.565
H -7.157 2.266 0.175
H -5.529 3.734 -0.007
C -0.715 -4.843 -1.714
C -0.104 -3.708 -2.545
O -0.913 -2.548 -2.505
H -1.643 -5.223 -2.150
H -0.863 -4.514 -0.691
H -0.055 -5.712 -1.783
H 0.105 -4.027 -3.570
H 0.873 -3.512 -2.101
H -1.670 -2.656 -3.088
C -0.585 2.154 3.274
C -0.500 3.398 2.366
O 0.829 3.915 2.395
H -1.578 1.714 3.163
H -0.401 2.455 4.307
H 0.181 1.405 3.067
H -1.200 4.141 2.754
H -0.804 3.088 1.364
H 1.125 4.004 1.484
C -0.969 -0.464 0.402
C 0.400 -0.265 -0.244
O 0.260 -0.189 -1.661
H -1.768 0.188 0.051
H -0.880 -0.341 1.486
H -1.324 -1.482 0.221
H 1.035 -1.135 -0.034
H 0.936 0.583 0.181
H -0.111 -1.041 -1.955

***

Run b
Molecular formula: C18H54O9
Method: DFT, ωB97M-V/def2-TZVPD

Properties
SMILES: CCO.CCO.CCO.CCO.CCO.CCO.CCO.CCO.CCO
2S+1: 1
Orbital gap (eV): 9.91
HOMO energy (eV): -9.53
LUMO level (eV): 0.38

Positions of all 81 atoms, in Å:
C 6.021 24.383 -3.599
C 6.205 23.921 -5.046
O 5.287 22.832 -5.204
H 6.526 25.327 -3.398
H 6.392 23.574 -2.966
H 4.981 24.510 -3.298
H 7.236 23.625 -5.246
H 5.916 24.675 -5.781
H 5.035 22.648 -6.139
C 3.142 23.008 1.404
C 3.041 22.808 -0.091
O 4.256 23.199 -0.719
H 3.867 22.294 1.795
H 2.176 22.834 1.884
H 3.428 24.026 1.673
H 2.153 23.293 -0.517
H 2.800 21.751 -0.273
H 4.191 22.682 -1.540
C 5.087 25.728 -8.508
C 3.842 25.466 -9.360
O 2.801 24.777 -8.644
H 4.854 26.189 -7.549
H 5.919 26.303 -8.919
H 5.584 24.774 -8.302
H 4.070 24.763 -10.163
H 3.514 26.402 -9.813
H 2.045 25.370 -8.656
C 3.887 27.390 -4.884
C 3.851 27.527 -3.365
O 4.829 28.524 -3.074
H 3.220 26.603 -5.243
H 4.888 27.373 -5.307
H 3.397 28.276 -5.302
H 4.137 26.577 -2.904
H 2.833 27.757 -3.042
H 4.663 28.830 -2.175
C 10.420 25.636 -1.715
C 9.694 26.683 -2.570
O 10.175 27.971 -2.223
H 10.165 25.681 -0.654
H 11.494 25.824 -1.748
H 10.199 24.628 -2.066
H 8.614 26.564 -2.459
H 10.046 26.442 -3.576
H 10.306 28.449 -3.046
C 0.443 25.262 -3.395
C 1.781 24.575 -3.311
O 1.553 23.172 -3.186
H 0.439 26.277 -3.796
H 0.083 25.376 -2.370
H -0.254 24.652 -3.969
H 2.354 25.101 -2.539
H 2.385 24.656 -4.224
H 2.398 22.739 -3.386
C 1.793 22.080 -6.574
C 2.829 21.459 -7.478
O 4.031 22.214 -7.518
H 1.773 23.156 -6.741
H 1.955 21.758 -5.547
H 0.801 21.690 -6.820
H 2.441 21.289 -8.487
H 3.074 20.461 -7.111
H 3.887 23.114 -7.834
C 2.910 19.355 -2.858
C 3.924 20.140 -3.714
O 3.851 21.483 -3.261
H 3.160 19.462 -1.805
H 3.000 18.307 -3.149
H 1.904 19.722 -3.048
H 3.702 20.050 -4.785
H 4.952 19.769 -3.645
H 4.529 21.973 -3.774
C 9.998 25.012 -6.176
C 11.100 25.986 -6.490
O 10.590 27.278 -6.818
H 9.375 24.891 -7.068
H 9.433 25.435 -5.345
H 10.236 23.971 -5.955
H 11.704 25.646 -7.336
H 11.779 26.115 -5.644
H 10.525 27.356 -7.771

***

run b is preferred energetically. Next in line: 27.0 kJ/mol higher.

***

Run a
Molecular formula: C4H5F3O
Method: DFT, ωB97M-V/def2-TZVPD

Properties
2S+1: 1
Orbital gap (alpha / beta) (eV): 9.72 / 7.44
HOMO energy (alpha / beta) (eV): -10.16 / -7.98
LUMO level (alpha / beta) (eV): -0.44 / -0.54

Positions of all 13 atoms, in Å:
C -1.367 -0.763 0.084
C -0.548 -0.119 -0.794
C 0.319 0.914 -0.263
C 1.147 1.834 -1.173
O 0.103 1.456 0.935
F 0.408 2.497 -2.016
F 2.065 1.314 -1.950
F 1.716 2.846 -0.529
H -1.969 -1.656 -0.053
H -1.221 -0.285 1.050
H -0.398 -0.367 -1.780
H 2.203 -0.656 0.238
H 0.378 2.384 1.060

***

Run b
Molecular formula: C4H5F3O
Method: DFT, ωB97M-V/def2-TZVPD

Properties
SMILES: FC=C(F)F.C=CO
2S+1: 1
Orbital gap (eV): 10.06
HOMO energy (eV): -9.22
LUMO level (eV): 0.84

Positions of all 13 atoms, in Å:
F -1.835 0.791 -1.518
C -2.509 -0.228 -0.989
C -3.328 -0.072 0.038
F -4.026 -1.075 0.556
F -3.567 1.047 0.700
H -2.365 -1.175 -1.481
C 1.005 0.845 0.614
C 0.212 -0.201 0.466
O 0.407 -1.221 -0.407
H 0.778 1.619 1.323
H 1.894 0.975 0.018
H -0.670 -0.353 1.068
H 1.224 -1.058 -0.899

***

Run c
Molecular formula: C4H5F3O
Method: DFT, ωB97M-V/def2-TZVPD

Properties
2S+1: 1
Orbital gap (alpha / beta) (eV): 10.98 / 4.35
HOMO energy (alpha / beta) (eV): -10.37 / -5.75
LUMO level (alpha / beta) (eV): 0.61 / -1.39

Positions of all 13 atoms, in Å:
C 1.523 -1.174 -1.439
C 1.541 -1.848 -0.198
C -1.519 1.944 0.734
C -0.654 0.888 0.110
O 1.180 -0.498 -2.306
F -2.808 1.633 1.245
F -0.139 -0.011 0.998
F -1.327 0.113 -0.833
H 2.469 -2.451 -0.099
H 1.532 -0.987 0.562
H 0.679 -2.599 -0.144
H -1.541 2.608 -0.098
H -0.939 2.383 1.467

***

run b is preferred energetically. Next in line: 250.9 kJ/mol higher.